# 1
C4H8N2O2 in the gas phase in a non-equilibrium geometry. Source: the Open Molecules 2025 dataset; level of theory: ωB97M-V with the def2-TZVPD basis set.

Results
DFT total energy	-11349.4555	eV
SMILES	N[C@@H]1C(C(=O)O)[C@H]1N
energy above the lowest of the compared OMol25 structures with the same formula, charge and spin	4.6572	eV

```
16
C4H8N2O2 | the Open Molecules 2025 dataset | ωB97M-V with the def2-TZVPD basis set
N 2.521 -0.996 -0.050
C 1.314 -0.362 0.213
C -0.022 -0.548 -0.493
C -1.275 -0.459 0.140
O -1.136 -0.005 1.329
O -2.667 -0.528 -0.445
C 0.702 0.800 -0.774
N 0.447 2.011 0.037
H 2.519 -1.884 0.584
H 3.221 -0.515 0.556
H 1.104 -0.322 1.226
H 0.226 -1.307 -1.336
H -2.552 -0.931 -1.242
H 0.917 0.982 -1.911
H 0.134 1.963 0.968
H -0.238 2.580 -0.347
```

Results of the Mulliken charge analysis, in e, for atoms 1 through 6: number 1, N, carries -0.731; number 2, C, carries -0.370; number 3, C, carries 0.020; number 4, C, carries 0.286; number 5, O, carries -0.567; number 6, O, carries -0.437

---

# 2
C4H8N2O2S as an isolated structure in a non-equilibrium geometry. Source: the Open Molecules 2025 dataset; level of theory: ωB97M-V with the def2-TZVPD basis set.

Results
DFT total energy	-22181.1096	eV
energy above the lowest of the compared OMol25 structures with the same formula, charge and spin	7.2454	eV

```
17
C4H8N2O2S | the Open Molecules 2025 dataset | ωB97M-V with the def2-TZVPD basis set
C 0.609 1.009 0.163
C 0.317 2.413 0.676
C -1.308 -0.890 -3.053
C -0.468 0.309 -0.557
N 1.824 0.577 0.349
N -1.806 0.675 -0.249
O -2.691 0.340 -1.004
O -2.026 1.314 0.767
S -0.006 -0.598 -2.023
H -0.339 2.251 1.608
H -0.278 2.846 -0.111
H 1.346 2.828 0.947
H -1.135 -1.462 -3.911
H -2.234 -0.418 -2.909
H -1.995 -2.277 1.274
H -1.531 -1.609 1.138
H 2.005 -0.351 -0.036
```

Results of the Mulliken charge analysis, in e, for atoms 1 through 6: number 1, C, carries 0.946; number 2, C, carries -1.083; number 3, C, carries -0.467; number 4, C, carries -0.241; number 5, N, carries -0.740; number 6, N, carries 1.033

---

# 3
C4H8N2O2S in the gas phase in a non-equilibrium geometry. Source: the Open Molecules 2025 dataset; level of theory: ωB97M-V with the def2-TZVPD basis set.

Results
DFT total energy	-22184.0976	eV
SMILES	[H]/N=C(/C)[C@H](SC)[N+](=O)[O-]
energy above the lowest of the compared OMol25 structures with the same formula, charge and spin	4.2575	eV

```
17
C4H8N2O2S | the Open Molecules 2025 dataset | ωB97M-V with the def2-TZVPD basis set
H 0.581 2.916 1.129
N -0.434 2.657 1.040
C -0.539 1.578 0.411
C -1.958 1.065 0.088
C 0.505 0.651 -0.087
S 0.373 -0.954 1.013
C 1.522 -2.091 0.211
N 1.961 1.029 -0.105
O 2.517 0.596 -1.091
O 2.414 1.746 0.765
H -2.238 1.681 -0.716
H -2.782 1.343 0.823
H -1.889 0.054 -0.336
H 0.397 0.393 -1.224
H 2.559 -1.917 0.391
H 1.369 -2.054 -0.829
H 1.282 -3.141 0.579
```

Results of the Mulliken charge analysis, in e, for atoms 1 through 6: number 1, H, carries 0.287; number 2, N, carries -0.723; number 3, C, carries 0.494; number 4, C, carries -1.212; number 5, C, carries -0.196; number 6, S, carries -0.009

---

# 4
C4H8N2O3 in the gas phase. Source: the Open Molecules 2025 dataset; level of theory: ωB97M-V with the def2-TZVPD basis set.

Results
DFT total energy	-13398.5261	eV
energy above the lowest of the compared OMol25 structures with the same formula, charge and spin	3.1621	eV

```
17
C4H8N2O3 | the Open Molecules 2025 dataset | ωB97M-V with the def2-TZVPD basis set
C 1.306 0.003 0.975
C 0.866 0.597 -0.543
C -0.715 0.462 -0.001
C -0.074 -0.481 0.969
N -1.735 -0.134 -0.811
N -0.509 -1.691 1.142
O 1.084 -0.443 -1.506
O -1.033 1.716 0.497
O 1.192 1.785 -0.846
H 1.605 -0.011 -2.195
H -0.361 2.296 0.053
H -1.345 -0.411 -1.708
H -2.494 0.519 -0.950
H -1.415 -1.918 0.737
H 0.066 -2.426 1.526
H 1.474 0.882 1.591
H 2.089 -0.745 1.071
```

Results of the Mulliken charge analysis, in e, for atoms 1 through 6: number 1, C, carries -0.950; number 2, C, carries 0.843; number 3, C, carries 0.784; number 4, C, carries -0.073; number 5, N, carries -0.695; number 6, N, carries -0.289

---

# 5
C4H8N2O3 in the gas phase in a non-equilibrium geometry. Source: the Open Molecules 2025 dataset; level of theory: ωB97M-V with the def2-TZVPD basis set.

Results
DFT total energy	-13400.9374	eV
SMILES	NCC(=O)NCC(=O)O
energy above the lowest of the compared OMol25 structures with the same formula, charge and spin	0.7508	eV

```
17
C4H8N2O3 | the Open Molecules 2025 dataset | ωB97M-V with the def2-TZVPD basis set
N 0.059 3.118 -0.096
C 1.044 2.386 0.711
C 0.629 0.945 0.853
O 0.866 0.281 1.841
N -0.106 0.392 -0.187
C -0.963 -0.829 0.072
C -0.626 -2.076 -0.779
O -1.130 -3.139 -0.512
O 0.221 -1.878 -1.776
H -0.735 3.317 0.499
H 0.465 3.996 -0.418
H 1.341 2.767 1.665
H 1.955 2.363 0.106
H -0.565 1.029 -0.776
H -0.925 -1.079 1.138
H -2.009 -0.633 -0.211
H 0.644 -0.998 -1.580
```

Results of the Mulliken charge analysis, in e, for atoms 1 through 6: number 1, N, carries -0.575; number 2, C, carries -0.482; number 3, C, carries 0.463; number 4, O, carries -0.604; number 5, N, carries -0.315; number 6, C, carries -0.245

---

# 6
C4H8N2O3S in the gas phase in a non-equilibrium geometry. Source: the Open Molecules 2025 dataset; level of theory: ωB97M-V with the def2-TZVPD basis set.

Results
DFT total energy	-24229.0751	eV
SMILES	CO/N=C(/C=S(=N)=O)OC
energy above the lowest of the compared OMol25 structures with the same formula, charge and spin	6.1455	eV

```
18
C4H8N2O3S | the Open Molecules 2025 dataset | ωB97M-V with the def2-TZVPD basis set
C -0.852 -2.065 0.235
O -0.705 -0.661 0.296
N 0.639 -0.357 0.175
C 1.107 0.821 -0.153
C 2.518 1.105 -0.042
S 3.716 0.005 0.040
N 3.745 -1.441 0.396
O 5.050 0.520 -0.053
O 0.497 2.069 -0.238
C -0.926 2.195 -0.385
H 0.067 -2.424 -0.218
H -1.703 -2.200 -0.595
H -1.143 -2.507 1.179
H 2.726 2.076 -0.057
H 2.832 -1.716 0.457
H -0.943 2.878 -1.306
H -1.381 2.681 0.491
H -1.360 1.292 -0.692
```

Results of the Mulliken charge analysis, in e, for atoms 1 through 6: number 1, C, carries -0.548; number 2, O, carries -0.242; number 3, N, carries -0.291; number 4, C, carries 0.647; number 5, C, carries -0.708; number 6, S, carries 0.777

---

# 7
A 2-piece molecular cluster, C4H8N2O8 overall in a non-equilibrium geometry. Source: the Open Molecules 2025 dataset; level of theory: ωB97M-V with the def2-TZVPD basis set.

Results
DFT total energy	-23627.6264	eV
SMILES	O=[N+]([O-])O[N+](=O)[O-].C[C@H](O)C(=O)CO
energy above the lowest of the compared OMol25 structures with the same formula, charge and spin	2.0926	eV

```
22
C4H8N2O8 | the Open Molecules 2025 dataset | ωB97M-V with the def2-TZVPD basis set
O -3.192 0.689 -2.436
N -3.059 -0.277 -1.836
O -2.986 -1.410 -2.106
O -3.008 -0.160 -0.325
N -2.475 0.898 0.457
O -2.354 0.481 1.596
O -2.304 1.922 -0.022
C 2.771 -0.053 0.509
C 1.532 0.757 -0.082
O 1.058 1.714 0.808
C 0.389 -0.090 -0.553
O -0.193 0.074 -1.588
C 0.204 -1.377 0.170
O 0.656 -1.497 1.497
H 2.641 -0.511 1.529
H 3.679 0.580 0.703
H 2.955 -0.899 -0.149
H 1.902 1.368 -0.929
H 1.796 2.220 1.250
H 0.677 -2.087 -0.431
H -0.979 -1.584 0.032
H 0.289 -0.757 1.906
```

Results of the Mulliken charge analysis, in e, for atoms 1 through 6: number 1, O, carries -0.469; number 2, N, carries 1.150; number 3, O, carries -0.470; number 4, O, carries -0.312; number 5, N, carries 1.105; number 6, O, carries -0.554

---

# 8
C4H8N2OS in the gas phase in a non-equilibrium geometry. Source: the Open Molecules 2025 dataset; level of theory: ωB97M-V with the def2-TZVPD basis set.

Results
DFT total energy	-20137.4166	eV
SMILES	[H]/N=C/N(CC)OC=S
energy above the lowest of the compared OMol25 structures with the same formula, charge and spin	3.4178	eV

```
16
C4H8N2OS | the Open Molecules 2025 dataset | ωB97M-V with the def2-TZVPD basis set
H -0.331 3.325 -0.247
N -0.756 2.375 -0.258
C 0.028 1.478 0.085
N -0.271 0.147 0.105
C 0.634 -0.870 -0.540
C 1.989 -1.104 0.201
O -1.517 -0.218 -0.523
C -2.604 -0.221 0.304
S -4.122 -0.416 -0.059
H 1.054 1.507 0.439
H 0.139 -1.792 -0.466
H 0.772 -0.765 -1.627
H 2.847 -0.340 0.109
H 1.919 -1.181 1.351
H 2.433 -2.020 -0.171
H -2.214 0.094 1.299
```

Results of the Mulliken charge analysis, in e, for atoms 1 through 6: number 1, H, carries 0.251; number 2, N, carries -0.551; number 3, C, carries 0.013; number 4, N, carries -0.008; number 5, C, carries -0.408; number 6, C, carries -1.108

---

# 9
C4H8N2OS in the gas phase in a non-equilibrium geometry. Source: the Open Molecules 2025 dataset; level of theory: ωB97M-V with the def2-TZVPD basis set.

Results
DFT total energy	-20140.1878	eV
SMILES	CN1C[C@@H](S)NC1=O
energy above the lowest of the compared OMol25 structures with the same formula, charge and spin	0.6466	eV

```
16
C4H8N2OS | the Open Molecules 2025 dataset | ωB97M-V with the def2-TZVPD basis set
C -1.981 -0.568 -0.781
N -0.724 -0.118 -0.216
C 0.158 -0.933 0.625
C 1.421 0.048 0.733
S 2.699 -0.345 -0.566
N 0.750 1.223 0.621
C -0.440 1.213 -0.065
O -1.045 2.213 -0.369
H -1.735 -1.426 -1.334
H -2.459 -1.034 0.130
H -2.487 0.217 -1.147
H 0.520 -1.938 0.189
H -0.367 -0.998 1.553
H 2.086 -0.167 1.664
H 2.253 0.620 -1.391
H 1.351 1.994 0.355
```

Results of the Mulliken charge analysis, in e, for atoms 1 through 6: number 1, C, carries -1.048; number 2, N, carries 0.074; number 3, C, carries -0.572; number 4, C, carries -0.144; number 5, S, carries -0.235; number 6, N, carries -0.297

---

# 10
C4H8N2OS in the gas phase in a non-equilibrium geometry. Source: the Open Molecules 2025 dataset; level of theory: ωB97M-V with the def2-TZVPD basis set.

Results
DFT total energy	-20139.1567	eV
SMILES	[H]/N=C1/[C@H](O)CSN1C
energy above the lowest of the compared OMol25 structures with the same formula, charge and spin	1.6776	eV

```
16
C4H8N2OS | the Open Molecules 2025 dataset | ωB97M-V with the def2-TZVPD basis set
H -0.343 -0.678 -2.605
N 0.057 -1.193 -1.727
C 0.172 -0.374 -0.750
C 0.869 -1.006 0.518
O 0.753 -2.349 0.509
C 0.133 -0.288 1.613
S -0.157 1.407 1.070
N -0.193 0.940 -0.669
C -1.188 1.406 -1.545
H 1.885 -0.694 0.551
H 0.590 -2.575 -0.481
H 0.693 -0.083 2.580
H -0.749 -0.908 1.924
H -1.256 2.475 -1.458
H -1.108 1.087 -2.697
H -2.189 0.995 -1.254
```

Results of the Mulliken charge analysis, in e, for atoms 1 through 6: number 1, H, carries 0.223; number 2, N, carries -0.742; number 3, C, carries 0.587; number 4, C, carries 0.106; number 5, O, carries -0.622; number 6, C, carries -0.610